(1)
Entry from OMol25: C46H38N9NaOS2Se as an isolated structure (ωB97M-V with the def2-TZVPD basis set).

XYZ file:
```
98
Properties=species:S:1:pos:R:3
Se -1.056 -3.252 -1.089
S -3.270 0.184 2.793
S -2.405 -2.952 3.738
Na -0.773 -1.292 1.752
O 2.886 5.112 -9.946
N -6.361 -3.040 8.397
N 1.404 -0.240 2.528
N 1.028 -1.012 -0.515
N -1.488 -0.027 -0.807
N -2.353 -4.119 -1.928
N 0.121 2.352 -4.808
N 2.182 1.601 -4.536
N -7.142 0.913 7.474
N -2.042 -2.771 0.282
C -2.173 1.743 -2.837
C -3.434 -3.966 -1.182
C 2.259 -1.394 -0.257
C 4.264 -1.231 4.730
C -4.727 -4.483 -1.509
C 3.349 -0.403 4.092
C -0.577 0.320 -1.731
C 0.175 1.546 -3.696
C 2.322 -0.913 3.229
C -4.827 0.063 4.999
C 1.324 1.216 2.522
C 3.231 -3.168 3.743
C 0.923 1.811 3.888
C 4.225 -2.612 4.562
C 0.213 1.567 1.528
C -3.076 1.413 -1.858
C 3.119 -0.235 -2.153
C 2.459 4.488 -8.820
C -5.588 -3.463 0.538
C 1.446 1.068 -3.506
C 1.757 3.099 -6.492
C 2.607 1.893 1.991
C -3.915 -0.629 4.187
C -6.393 0.276 6.869
C -5.465 -0.502 6.099
C 3.348 -1.027 -1.056
C 1.819 0.206 -2.426
C -3.579 -1.982 4.561
C -5.195 -1.842 6.420
C -0.878 1.207 -2.776
C -3.263 -3.211 0.049
C 1.339 2.372 -5.285
C -5.756 -4.235 -0.663
C 1.191 4.641 -8.273
C -5.848 -2.497 7.518
C 1.955 5.946 -10.609
C -4.273 -2.543 5.650
C 2.328 -2.348 3.105
C -4.385 -2.956 0.901
C 5.310 -0.615 5.632
C 3.026 2.963 -7.053
C 3.127 -4.668 3.578
C 0.787 -0.204 -1.562
C -2.685 0.523 -0.846
C 0.853 3.947 -7.119
C 3.376 3.648 -8.201
H -5.048 1.090 4.741
H -0.132 4.051 -6.680
H 1.733 1.753 4.617
H -4.065 -3.576 5.897
H 0.180 2.642 1.313
H 1.065 5.390 -10.917
H 4.345 -1.352 -0.794
H 0.461 5.297 -8.727
H -4.855 -5.055 -2.418
H 2.157 -5.025 3.932
H 3.171 1.496 -4.673
H 2.777 1.579 0.952
H 5.920 0.114 5.089
H 3.418 0.658 4.288
H 3.909 -5.181 4.142
H 4.362 3.543 -8.640
H -4.073 1.833 -1.854
H 4.941 -3.251 5.072
H 0.404 1.031 0.602
H -2.420 2.426 -3.640
H 3.491 1.628 2.570
H 4.845 -0.089 6.471
H 2.496 2.984 2.006
H -6.448 -3.282 1.171
H 1.650 6.788 -9.982
H -0.768 1.263 1.916
H -6.741 -4.624 -0.900
H 2.401 -1.996 0.637
H 3.760 2.306 -6.602
H 3.942 0.080 -2.788
H -3.361 0.248 -0.036
H 0.628 2.862 3.779
H 5.975 -1.379 6.040
H 0.070 1.252 4.279
H 2.459 6.326 -11.492
H -4.238 -2.371 1.802
H 3.217 -4.956 2.527
H 1.546 -2.791 2.490
```

The calculation puts the HOMO energy at -1.056 eV. As for the net charge: -2. The LUMO energy is 2.60 eV.

(2)
Entry from OMol25: C46H39ClN3NdP2 as an isolated structure at a distorted geometry (ωB97M-V with the def2-TZVPD basis set).

XYZ file:
```
92
Properties=species:S:1:pos:R:3
Nd 0.881 0.143 -0.732
Cl 3.381 -0.075 -1.017
P -0.064 2.809 -1.392
P 0.026 -2.876 -1.312
N 0.089 1.334 10.265
N -0.043 0.491 1.443
N -0.169 0.097 3.626
C 1.827 2.681 -5.009
C 0.411 -0.805 1.709
C -2.113 4.655 -1.939
C 0.370 -1.038 3.047
C 1.713 -3.750 0.732
C 3.231 -4.264 -4.351
C 0.894 3.543 -0.002
C 0.001 1.048 9.133
C 2.581 -3.031 -4.496
C 1.260 -3.492 -2.508
C 2.909 -5.096 -3.275
C -3.125 -4.578 -3.369
C 0.945 4.267 2.313
C 1.927 -4.719 -2.354
C -2.772 -2.868 -1.189
C 2.317 4.537 2.196
C -4.240 -4.113 -2.662
C 2.990 4.231 1.007
C -4.432 4.311 -1.295
C 0.839 -0.285 5.761
C -0.108 0.711 7.744
C -3.436 5.104 -1.879
C -0.435 0.986 2.633
C -0.585 -4.507 0.948
C 2.295 3.693 -0.076
C 1.887 4.997 -4.274
C -4.060 -3.231 -1.588
C -1.832 -4.197 -2.997
C -1.639 -3.371 -1.873
C 0.994 -4.842 2.763
C 0.813 3.320 -2.898
C -4.101 3.057 -0.762
C 2.173 4.022 -5.237
C 0.412 -3.852 0.200
C -1.770 3.416 -1.371
C -1.267 0.952 5.625
C 0.936 0.003 7.122
C 1.129 2.329 -3.857
C 0.232 3.805 1.212
C 1.987 -4.183 2.026
C 1.235 4.646 -3.087
C -0.283 -5.011 2.214
C -0.206 0.277 5.026
C 1.588 -2.654 -3.595
C -2.777 2.618 -0.781
C -1.236 1.120 7.014
H 0.821 1.287 -3.690
H 3.430 -6.046 -3.141
H 1.814 -0.331 7.690
H -0.970 -4.549 -3.570
H 2.516 -3.305 0.136
H 1.059 5.396 -2.311
H -3.691 6.084 -2.292
H -4.879 2.422 -0.330
H -1.048 -5.544 2.780
H -2.080 1.578 7.533
H -2.516 1.649 -0.347
H -4.928 -2.821 -1.067
H 2.665 4.301 -6.170
H 2.859 4.981 3.035
H 4.064 4.424 0.923
H -1.474 -0.222 -2.650
H -0.850 3.661 1.275
H 1.600 -0.899 5.255
H -2.110 1.264 5.016
H 2.852 -2.363 -5.315
H -1.343 5.265 -2.412
H -1.577 -4.670 0.510
H 0.427 4.440 3.259
H -5.468 4.661 -1.258
H 0.434 -1.558 0.919
H -2.638 -2.176 -0.354
H -0.886 1.957 2.782
H -3.266 -5.240 -4.227
H -5.248 -4.422 -2.953
H 2.169 6.040 -4.442
H 0.631 -1.922 3.612
H 3.993 -4.570 -5.072
H 2.976 -4.020 2.454
H 1.219 -5.218 3.765
H 2.087 1.910 -5.740
H 1.069 -1.698 -3.719
H -1.816 -0.142 -1.963
H 1.689 -5.377 -1.516
H 2.832 3.406 -0.988
```

The calculation puts the HOMO energy (alpha / beta) at -13.567 / -13.561 eV. The expectation value of S² is 3.755. As for the net charge: +2. The LUMO energy (alpha / beta) is -6.31 / -5.60 eV. As for the spin multiplicity: 4.

Q: The highest net charge belongs to which entry?
A: C46H39ClN3NdP2